{
  "formula": "C9H12O2",
  "method": "wB97M-V/def2-TZVPD",
  "smiles": "C=C(O)/C=C\\C(=O)C=C(C)C",
  "energy_ha": -500.506186,
  "orbital_gap_ev": 9.1,
  "symbols": ["C", "C", "O", "C", "C", "C", "O", "C", "C", "C", "C", "H", "H", "H", "H", "H", "H", "H", "H", "H", "H", "H", "H"],
  "positions_angstrom": [[1.75, -0.58, -1.21], [2.67, -0.33, -0.31], [3.99, -0.63, -0.52], [2.51, 0.35, 0.97], [1.47, 0.98, 1.43], [0.18, 1.14, 0.71], [-0.03, 2.07, -0.05], [-0.77, 0.06, 0.97], [-1.94, -0.04, 0.24], [-2.50, 0.98, -0.71], [-2.71, -1.31, 0.28], [0.74, -0.68, -1.15], [2.26, -1.11, -2.14], [4.12, -0.88, -1.42], [3.46, 0.18, 1.41], [1.57, 1.56, 2.38], [-0.45, -0.90, 1.43], [-3.52, 1.18, -0.59], [-1.98, 1.97, -0.51], [-2.32, 0.71, -1.73], [-3.78, -1.01, 0.25], [-2.43, -1.75, -0.75], [-2.28, -1.97, 1.01]],
  "lowdin_charge": [0.083, -0.403, 0.041, -0.038, -0.014, -0.430, 0.067, -0.007, -0.314, -0.043, -0.061, 0.022, 0.111, 0.074, 0.110, 0.139, 0.126, 0.057, 0.098, 0.089, 0.097, 0.123, 0.072]
}



{
  "formula": "C9H12O2S",
  "method": "wB97M-V/def2-TZVPD",
  "smiles": "COC(=O)[C@@H]1C=CC=C(SC)C1",
  "energy_ha": -898.738219,
  "orbital_gap_ev": 8.6,
  "symbols": ["C", "O", "C", "O", "C", "C", "C", "C", "C", "S", "C", "C", "H", "H", "H", "H", "H", "H", "H", "H", "H", "H", "H", "H"],
  "positions_angstrom": [[-1.28, -3.97, -1.14], [-1.23, -2.70, -0.60], [-0.10, -2.02, -0.87], [0.91, -2.49, -1.30], [-0.19, -0.55, -0.50], [0.45, 0.30, -1.56], [0.94, 1.56, -1.37], [1.01, 2.06, -0.03], [0.69, 1.31, 1.00], [0.66, 1.88, 2.73], [-0.31, 3.39, 2.46], [0.54, -0.21, 0.81], [-2.29, -4.27, -1.36], [-0.81, -4.66, -0.31], [-0.70, -4.02, -2.08], [-1.22, -0.32, -0.58], [0.39, -0.14, -2.57], [1.30, 2.12, -2.17], [1.34, 3.16, -0.02], [-0.77, 3.53, 3.45], [-0.96, 3.08, 1.58], [0.25, 4.24, 2.06], [-0.05, -0.48, 1.72], [1.43, -0.81, 0.64]],
  "lowdin_charge": [-0.085, -0.029, -0.479, 0.134, -0.225, -0.031, -0.065, -0.147, -0.530, 0.840, -0.412, -0.130, 0.083, 0.138, 0.097, 0.144, 0.122, 0.077, 0.140, 0.028, 0.054, 0.026, 0.114, 0.136]
}



{
  "formula": "C9H12O3",
  "method": "wB97M-V/def2-TZVPD",
  "smiles": "CCC(=O)C1=C(O)CCCC1=O",
  "energy_ha": -575.758374,
  "orbital_gap_ev": 9.1,
  "symbols": ["C", "C", "C", "O", "C", "C", "O", "C", "C", "C", "C", "O", "H", "H", "H", "H", "H", "H", "H", "H", "H", "H", "H", "H"],
  "positions_angstrom": [[3.75, -0.30, 0.43], [2.22, -0.62, 0.42], [1.54, 0.20, -0.54], [2.13, 0.91, -1.36], [-0.01, 0.14, -0.71], [-0.72, 1.32, -0.42], [-0.21, 2.53, -0.28], [-2.25, 1.18, -0.03], [-2.63, -0.22, 0.60], [-2.21, -1.29, -0.50], [-0.76, -1.28, -0.71], [-0.25, -2.36, -0.63], [3.93, 0.78, 0.38], [4.30, -0.47, -0.50], [4.47, -0.79, 1.15], [2.07, -1.71, 0.40], [1.70, -0.43, 1.43], [-0.72, 3.12, 0.50], [-3.01, 1.49, -0.94], [-2.29, 1.89, 0.79], [-2.22, -0.44, 1.64], [-3.75, -0.22, 0.75], [-2.42, -2.42, -0.31], [-2.67, -1.03, -1.55]],
  "lowdin_charge": [-0.101, -0.171, -0.375, 0.083, 0.035, -0.284, 0.037, -0.129, -0.163, -0.142, -0.386, 0.084, 0.066, 0.064, 0.087, 0.120, 0.151, 0.222, 0.176, 0.085, 0.130, 0.110, 0.147, 0.154]
}



{
  "formula": "C9H12S",
  "method": "wB97M-V/def2-TZVPD",
  "energy_ha": -748.193104,
  "orbital_gap_ev": 8.3,
  "symbols": ["C", "C", "C", "C", "C", "C", "C", "C", "C", "S", "H", "H", "H", "H", "H", "H", "H", "H", "H", "H", "H", "H"],
  "positions_angstrom": [[1.04, -0.44, 0.08], [2.25, -0.29, 0.15], [-0.34, -0.37, -0.04], [-1.36, -1.25, -0.05], [-1.21, 0.91, -0.17], [3.64, -0.27, 0.27], [-1.29, -2.80, 0.17], [-1.18, 1.73, 1.08], [-1.05, 1.69, -1.59], [-2.66, -0.19, -0.21], [3.97, 0.30, 1.16], [4.18, -1.20, -0.03], [4.01, 0.49, -0.46], [-0.29, -3.15, 0.18], [-1.75, -3.47, -0.62], [-1.66, -3.07, 1.13], [-2.03, 2.42, 1.11], [-0.24, 2.24, 0.97], [-1.09, 1.20, 2.08], [-1.63, 2.56, -1.31], [-1.33, 1.11, -2.38], [0.02, 1.84, -1.51]],
  "lowdin_charge": [0.024, -0.090, -0.316, -0.534, -0.697, -0.131, -0.049, -0.105, -0.014, 0.979, 0.087, 0.099, 0.088, 0.047, 0.092, 0.055, 0.081, 0.076, 0.117, 0.075, 0.039, 0.074]
}



Calculated HOMO level (Eh), listed in the same order as above: -0.323, -0.294, -0.328, -0.274
Calculated relative energy (zero: lowest compared OMol25 entry of this formula, charge and spin) (kJ/mol), listed in the same order as above: 302.5, 133.0, 278.5, 123.0